# 1
Computed, not measured: C58H55O2P4PtSi as an isolated structure, with the ωB97M-V functional and the def2-TZVPD basis.

## Properties
Frontier orbital gap (alpha / beta): 7.89 / 6.25 eV
Total energy: -113408.930 eV
Highest occupied orbital energy (alpha / beta): -10.05 / -10.30 eV
Energy relative to the best compared isomer or geometry (same formula, charge and spin): 84.01 kcal/mol

Structure (ORCA input):
```
! RIJCOSX wB97M-V def2-TZVPD def2/J DEFGRID3
* xyz 1 3
Pt -1.016 -0.227 0.140
O 1.728 -0.866 -0.122
P 2.341 -2.197 0.455
C 1.459 -2.871 1.843
P 0.173 -1.658 2.592
O -1.011 -1.754 1.526
C -0.446 -2.801 3.881
C -1.827 -2.793 4.084
C -2.400 -3.566 5.081
C -1.601 -4.357 5.896
C -0.227 -4.363 5.711
C 0.346 -3.586 4.713
C 2.911 2.080 2.014
C 1.871 2.997 1.956
C 1.901 4.158 2.720
C 2.975 4.415 3.553
C 4.015 3.497 3.633
C 3.978 2.341 2.874
C 2.193 -3.272 -0.965
C 2.119 -2.725 -2.246
C 2.052 -3.567 -3.345
C 2.061 -4.944 -3.171
C 2.140 -5.488 -1.896
C 2.208 -4.655 -0.792
C 4.045 -1.803 0.746
C 4.848 -2.518 1.587
C 6.240 -2.331 1.592
C 6.835 -1.466 0.639
C 6.079 -0.745 -0.221
C 4.584 -0.725 -0.168
H 2.167 -3.199 2.605
H 0.884 -3.731 1.490
H -2.459 -2.193 3.441
H -3.473 -3.554 5.221
H -2.047 -4.964 6.672
H 0.405 -4.972 6.344
H 1.426 -3.600 4.612
H 1.007 2.817 1.333
H 1.072 4.850 2.663
H 3.001 5.319 4.147
H 4.852 3.678 4.295
H 4.786 1.621 2.958
H 2.091 -1.652 -2.385
H 1.990 -3.143 -4.339
H 2.006 -5.597 -4.032
H 2.143 -6.561 -1.761
H 2.266 -5.087 0.200
H 4.424 -3.269 2.244
H 6.855 -2.890 2.282
H 7.914 -1.395 0.594
H 6.553 -0.093 -0.946
H 4.193 -0.899 -1.180
C -2.140 -3.085 -1.048
Si -2.788 -1.330 -0.883
C -4.188 -1.299 0.350
C -3.276 -0.746 -2.594
C -3.449 -1.702 -3.601
C -3.754 -1.331 -4.904
C -3.875 0.012 -5.230
C -3.714 0.975 -4.244
C -3.426 0.596 -2.943
H -2.946 -3.768 -1.335
H -1.743 -3.410 -0.088
H -1.352 -3.160 -1.803
H -5.079 -1.755 -0.089
H -4.442 -0.288 0.662
H -3.898 -1.871 1.233
H -3.342 -2.757 -3.377
H -3.891 -2.091 -5.663
H -4.099 0.306 -6.248
H -3.815 2.026 -4.488
H -3.306 1.366 -2.188
C -0.681 3.242 -1.046
P -0.350 1.426 -1.227
C -0.232 1.098 -3.016
C -0.082 2.079 -3.991
C 0.041 1.728 -5.329
C 0.014 0.395 -5.705
C -0.118 -0.592 -4.736
C -0.233 -0.242 -3.402
C 1.410 1.351 -0.722
C 1.669 0.483 0.471
C 2.947 0.783 1.223
C 4.124 0.749 0.235
C 3.810 1.571 -0.984
C 2.523 1.832 -1.403
P -1.984 4.204 -0.119
C -3.575 3.427 -0.562
C -4.160 3.886 -1.744
C -5.398 3.415 -2.152
C -6.081 2.494 -1.370
C -5.520 2.050 -0.182
C -4.273 2.510 0.221
C -1.727 3.787 1.641
C -1.721 4.872 2.520
C -1.535 4.681 3.883
C -1.338 3.404 4.385
C -1.346 2.314 3.523
C -1.550 2.507 2.166
H -0.740 3.646 -2.056
H 0.246 3.661 -0.644
H -0.059 3.130 -3.737
H 0.149 2.502 -6.077
H 0.088 0.125 -6.750
H -0.159 -1.635 -5.021
H -0.350 -1.011 -2.647
H 0.815 0.494 1.174
H 3.088 -0.008 1.967
H 4.981 1.193 0.745
H 4.636 1.967 -1.562
H 2.384 2.415 -2.308
H -3.649 4.637 -2.338
H -5.840 3.780 -3.070
H -7.051 2.132 -1.681
H -6.057 1.344 0.439
H -3.858 2.172 1.161
H -1.857 5.873 2.129
H -1.536 5.533 4.550
H -1.184 3.255 5.446
H -1.197 1.312 3.907
H -1.588 1.644 1.507
*
```

---

# 2
Computed, not measured: C29H36BrIrN7OTe as an isolated structure in a non-equilibrium geometry, with the ωB97M-V functional and the def2-TZVPD basis.

## Properties
Frontier orbital gap (alpha / beta): 6.40 / 4.93 eV
Total energy: -123295.397 eV
Highest occupied orbital energy (alpha / beta): -12.91 / -12.91 eV
Energy relative to the best compared isomer or geometry (same formula, charge and spin): 45.66 kcal/mol

Structure (ORCA input):
```
! RIJCOSX wB97M-V def2-TZVPD def2/J DEFGRID3
* xyz 2 2
Ir 0.013 -0.182 0.836
Br -0.191 1.473 3.080
C 1.703 1.659 3.245
C 2.185 2.350 4.315
C 3.577 2.491 4.459
C 4.412 1.957 3.519
C 3.907 1.271 2.389
C 4.776 0.764 1.397
C 4.281 0.112 0.304
C 2.893 -0.080 0.174
C 2.012 0.383 1.115
C 2.501 1.094 2.237
H 1.512 2.784 5.042
H 3.975 3.029 5.308
H 5.485 2.055 3.619
H 5.842 0.907 1.515
H 4.947 -0.242 -0.471
H 2.527 -0.617 -0.695
C -2.446 -3.457 5.289
N -1.702 -2.913 4.164
C -0.313 -3.232 3.865
C -0.050 -2.286 2.712
O 0.981 -2.113 2.055
N -1.166 -1.591 2.438
C -2.113 -1.959 3.325
N -3.335 -1.442 3.336
H -1.910 -4.321 5.672
H -3.435 -3.790 4.976
H -2.543 -2.728 6.096
H -0.188 -4.273 3.558
H 0.354 -3.041 4.707
H -3.549 -0.669 2.731
H -4.016 -1.722 4.022
C 0.614 -2.954 -0.652
N 0.310 -3.912 -1.684
C 0.589 -3.332 -3.001
N -0.226 -2.130 -3.207
C 0.076 -1.162 -2.184
N -0.214 -1.706 -0.814
C -1.658 -2.126 -0.793
N -1.947 -3.092 -1.820
C -1.105 -4.277 -1.620
C -1.640 -2.503 -3.129
H 1.669 -2.683 -0.697
H 0.413 -3.387 0.322
H 0.352 -4.064 -3.771
H 1.646 -3.070 -3.066
H -0.529 -0.267 -2.341
H 1.133 -0.895 -2.236
H -2.278 -1.242 -0.953
H -1.880 -2.549 0.187
H -1.326 -5.011 -2.393
H -1.321 -4.712 -0.642
H -2.255 -1.613 -3.274
H -1.866 -3.224 -3.913
C -0.316 5.699 -4.841
C -0.633 4.674 -3.802
C -1.953 4.312 -3.525
C -2.268 3.383 -2.557
C -3.715 3.040 -2.317
C -1.213 2.776 -1.824
Te -1.835 1.484 -0.315
C 0.137 3.115 -2.099
C 1.316 2.558 -1.357
C 0.389 4.054 -3.081
H -1.201 5.995 -5.398
H 0.436 5.326 -5.538
H 0.107 6.588 -4.369
H -2.756 4.770 -4.089
H -4.355 3.604 -2.990
H -4.013 3.279 -1.294
H -3.903 1.978 -2.486
H 1.111 1.579 -0.936
H 1.588 3.224 -0.534
H 2.177 2.478 -2.018
H 1.416 4.327 -3.288
*
```

---

# 3
Computed, not measured: a 2-piece molecular cluster, N2O4 overall in a non-equilibrium geometry, with the ωB97M-V functional and the def2-TZVPD basis.

## Properties
Frontier orbital gap: 7.23 eV
Total energy: -11163.677 eV
Highest occupied orbital energy: 0.78 eV
Energy relative to the best compared isomer or geometry (same formula, charge and spin): 21.07 kcal/mol

Structure (ORCA input):
```
! RIJCOSX wB97M-V def2-TZVPD def2/J DEFGRID3
* xyz -2 1
N -2.001 0.440 0.132
N 1.515 -0.036 0.063
O -2.906 -0.297 -0.433
O 2.252 -1.064 -0.091
O 2.080 1.077 -0.197
O -0.940 -0.119 0.526
*
```

---

# 4
Computed, not measured: C28H73O14V as an isolated structure in a non-equilibrium geometry, with the ωB97M-V functional and the def2-TZVPD basis.

## Properties
Frontier orbital gap: 3.18 eV
Total energy: -84564.729 eV
Highest occupied orbital energy: -7.43 eV
Energy relative to the best compared isomer or geometry (same formula, charge and spin): 280.72 kcal/mol

Structure (ORCA input):
```
! RIJCOSX wB97M-V def2-TZVPD def2/J DEFGRID3
* xyz 0 1
O 3.706 -1.257 3.392
V 2.612 -0.119 3.782
O 3.139 0.511 5.165
O -0.454 -2.024 -0.919
C -0.148 -0.808 -0.553
O -0.658 0.121 -1.147
O 0.523 -0.587 0.467
H -0.936 -1.719 -1.692
C -5.557 1.755 -5.429
C -4.728 0.964 -4.421
C -4.332 -0.406 -4.870
O -3.619 1.748 -4.173
H -5.589 2.787 -5.082
H -6.608 1.467 -5.460
H -5.149 1.703 -6.438
H -5.266 0.879 -3.477
H -5.222 -0.992 -5.098
H -3.871 -0.990 -4.073
H -3.689 -0.435 -5.749
H -3.107 1.263 -3.521
C 1.862 6.965 -1.617
C 1.179 5.721 -2.223
C 1.619 5.336 -3.665
O 1.544 4.649 -1.405
H 1.410 7.788 -2.170
H 2.946 7.027 -1.716
H 1.624 7.154 -0.570
H 0.090 5.713 -2.179
H 1.715 6.226 -4.287
H 0.902 4.623 -4.072
H 2.612 4.890 -3.709
H 0.950 3.913 -1.570
C -0.861 5.369 4.242
C -0.430 4.126 5.139
C -1.501 3.806 6.192
O -0.326 3.020 4.236
H -0.042 5.709 3.607
H -1.212 6.193 4.864
H -1.698 5.130 3.586
H 0.586 4.404 5.422
H -1.120 3.147 6.972
H -2.300 3.228 5.728
H -1.807 4.794 6.537
H -1.038 3.120 3.600
C -5.191 0.470 2.731
C -5.154 1.591 1.596
C -6.173 2.709 1.803
O -3.880 2.140 1.518
H -6.230 0.350 3.039
H -4.695 0.831 3.632
H -4.709 -0.457 2.418
H -5.358 1.099 0.645
H -7.128 2.216 1.982
H -6.372 3.349 0.944
H -5.943 3.319 2.677
H -3.384 1.663 0.848
C 0.374 -3.651 -7.225
C -0.042 -3.982 -5.845
C -1.199 -4.871 -5.716
O 1.091 -4.436 -5.182
H 1.275 -3.039 -7.276
H -0.426 -3.143 -7.764
H 0.651 -4.603 -7.679
H -0.185 -3.053 -5.293
H -2.068 -4.409 -6.184
H -1.465 -4.967 -4.663
H -0.948 -5.874 -6.061
H 1.840 -3.891 -5.437
C 6.444 3.397 3.194
C 5.583 3.885 2.027
C 6.223 3.596 0.625
O 4.360 3.064 2.053
H 7.472 3.759 3.201
H 6.466 2.321 3.367
H 5.978 3.795 4.095
H 5.298 4.924 2.189
H 5.672 4.071 -0.188
H 6.138 2.537 0.382
H 7.235 3.990 0.532
H 3.751 3.436 1.412
C -0.196 -7.046 -0.111
C -1.227 -6.794 1.018
C -1.318 -7.919 2.028
O -0.748 -5.684 1.741
H -0.606 -7.763 -0.823
H 0.802 -7.314 0.235
H -0.042 -6.194 -0.773
H -2.194 -6.453 0.649
H -0.305 -8.303 2.150
H -1.975 -8.722 1.693
H -1.578 -7.629 3.046
H -0.738 -4.879 1.219
C 3.950 -0.211 -4.124
C 4.998 -1.332 -4.180
C 4.976 -2.273 -2.909
O 4.841 -2.163 -5.251
H 4.004 0.291 -5.090
H 4.047 0.489 -3.294
H 3.008 -0.732 -3.949
H 5.977 -0.854 -4.184
H 4.019 -2.793 -2.859
H 5.085 -1.678 -2.003
H 5.788 -3.000 -2.867
H 5.050 -1.754 -6.094
C -1.856 -3.649 6.479
C -0.798 -2.538 6.616
C 0.328 -2.921 7.619
O -0.169 -2.398 5.377
H -2.583 -3.491 5.682
H -2.350 -3.854 7.428
H -1.455 -4.631 6.227
H -1.310 -1.612 6.881
H 0.889 -1.991 7.708
H 0.937 -3.702 7.163
H 0.030 -3.317 8.590
H -0.329 -3.228 4.922
*
```

---

> The highest total energy belongs to which entry?

N2O4

---

> What is the formula in the second record?

C29H36BrIrN7OTe

---

> What is the energy relative to the best compared isomer or geometry (same formula, charge and spin) in the third record?

21.07 kcal/mol

---

> Which formula does entry 4 have?

C28H73O14V